(1)
# C2H6NO

An isolated ion of composition C2H6NO and charge +1 (ωB97M-V with the def2-TZVPD basis set, the OMol25 dataset).

```
10
Properties=species:S:1:pos:R:3:forces:R:3:nbo_charge:R:1
C -0.2138 -1.0180 1.2418 1.14 0.40 0.89 -0.127
C 0.5210 -0.4493 0.1850 5.53 2.11 1.45 -0.101
N -0.5245 0.5615 -0.8427 -7.68 1.85 -0.69 -0.747
O 0.3408 -1.7485 0.1157 -0.70 -4.21 -0.48 -0.015
H 0.2803 -1.3317 2.1081 0.48 -0.93 1.43 0.238
H -1.2362 -0.8162 1.3727 -1.77 -0.10 -0.25 0.226
H 1.5406 -0.0189 0.0033 -0.74 -0.80 0.63 0.262
H -1.5638 0.1878 -0.9134 2.58 0.86 -0.46 0.431
H -0.1266 0.8274 -1.6849 0.85 0.60 -2.33 0.417
H -0.5941 1.3306 -0.1821 0.30 0.23 -0.20 0.416
```
Forces are in eV/Å.

gap between HOMO and LUMO (alpha / beta): 6.467 / 8.264 eV
ΔE to the lowest compared entry with this formula, charge and spin: 80.39 kcal/mol
2S+1: 3
electronic energy: -5692.651 eV
lowest unoccupied orbital energy (alpha / beta): -3.58 / -9.77 eV
maximum force: 7.926 eV/Å
total charge: +1
⟨S²⟩: 2.01

(2)
# AsF6H24O12

AsF6H24O12 as an isolated structure (ωB97M-V with the def2-TZVPD basis set, the OMol25 dataset).

```
43
Properties=species:S:1:pos:R:3:forces:R:3:nbo_charge:R:1
As 0.1981 -0.0661 0.2280 0.81 -1.22 -2.77 2.767
F 0.2957 1.0894 -1.1858 -0.31 -12.10 3.60 -0.563
F -0.2858 -1.3742 -0.9159 0.03 7.77 2.96 -0.530
F 0.1523 -1.1515 1.5944 1.74 -0.31 -5.39 -0.574
F 0.6915 1.3204 1.2263 -0.61 -2.04 -7.25 -0.494
F -1.5037 0.3827 0.4581 8.72 -11.75 9.41 -0.458
F 1.9069 -0.5998 -0.0691 -3.94 0.28 5.51 -0.597
O -1.3378 -0.1869 -2.4503 -3.87 0.70 -1.29 -0.936
H -1.2205 0.7617 -2.3981 -0.51 -0.39 -0.33 0.456
H -0.5176 -0.5100 -2.8235 -0.37 -0.13 -0.27 0.491
O 0.3207 -3.3281 -1.0531 1.38 -4.58 -0.72 -0.976
H 0.0563 -2.4081 -1.0524 1.06 -3.30 -0.36 0.446
H 1.2750 -3.3036 -0.9828 0.10 -0.29 0.01 0.426
O -1.9692 2.0189 -0.3115 -1.83 8.28 -3.91 -0.993
H -1.6689 1.1428 -0.0695 -2.55 6.35 -4.66 0.428
H -1.6695 2.1349 -1.2131 -0.64 0.95 -0.19 0.402
O -0.7910 -0.3676 3.2112 -2.13 1.46 3.04 -0.939
H -0.8249 -0.5638 2.2749 -1.41 0.27 2.34 0.440
H -0.2642 -1.0738 3.5854 -0.10 -0.06 0.12 0.456
O 1.4096 -3.0273 1.6608 0.84 -0.83 0.36 -0.921
H 1.4280 -2.1131 1.9438 0.40 -0.42 0.14 0.461
H 2.2935 -3.1953 1.3342 0.23 -0.29 0.00 0.453
O 2.3968 0.6283 2.0890 2.88 -1.52 1.63 -0.917
H 1.5805 0.4725 1.6139 2.78 -0.27 2.24 0.421
H 2.8129 -0.2322 2.1397 0.61 -0.04 0.28 0.434
O -2.5674 -0.9101 -0.6697 -3.60 -3.15 0.93 -0.953
H -2.0071 -0.8247 -1.4411 -0.46 0.04 -0.68 0.461
H -1.9657 -1.1337 0.0404 -1.89 -1.34 -0.65 0.407
O 0.7769 2.9164 -1.3924 2.13 7.06 -1.36 -0.972
H 0.2154 2.1436 -1.3312 -0.56 4.72 -0.21 0.456
H 1.6133 2.5803 -1.7145 0.23 0.30 -0.03 0.429
O 2.5682 -0.5757 -1.9483 1.82 0.33 -4.24 -0.967
H 2.2498 0.0066 -1.2585 1.16 0.10 -1.17 0.470
H 2.8990 -1.3429 -1.4811 0.02 0.09 -0.28 0.472
O 0.5045 0.1423 -3.4150 4.24 1.12 -3.06 -0.915
H 1.1685 0.4359 -2.7911 0.59 -0.49 -0.38 0.497
H 0.3430 0.9051 -3.9703 -0.23 0.07 -0.37 0.483
O -3.3270 0.4938 1.5681 -1.35 -0.08 0.94 -0.917
H -3.6646 1.1373 2.1911 -0.06 0.13 0.21 0.462
H -2.4224 0.3449 1.8433 -0.91 0.25 1.02 0.460
O -0.3191 2.2716 2.6714 -2.00 2.29 2.83 -0.956
H -0.6006 3.1526 2.4246 -0.20 0.28 0.07 0.453
H -0.2295 1.8065 1.8396 -2.26 1.75 1.92 0.450
```
Forces are in eV/Å.

gap between HOMO and LUMO: 7.183 eV
ΔE to the lowest compared entry with this formula, charge and spin: 551.54 kcal/mol
electronic energy: -102087.548 eV
lowest unoccupied orbital energy: 0.71 eV
maximum force: 17.395 eV/Å
total charge: -1

(3)
# C6H20FN4O4Tl

C6H20FN4O4Tl as an isolated structure (ωB97M-V with the def2-TZVPD basis set, the OMol25 dataset).

```
36
Properties=species:S:1:pos:R:3:forces:R:3:nbo_charge:R:1
Tl 2.6904 1.6328 2.2599 -0.19 -0.54 -0.25 0.986
F 0.7830 0.4803 0.3844 -0.35 -0.08 -0.37 -0.890
C -2.8710 3.1843 0.0978 0.42 0.94 2.07 -0.616
C -1.3450 3.0600 0.3799 0.42 -0.86 -1.28 -0.080
O -1.1448 2.0563 1.3862 -0.37 0.31 -1.21 -0.543
H -3.1982 4.0474 -0.4765 0.43 -0.03 -0.24 0.259
H -3.1258 3.3880 1.1425 -1.09 -0.02 -0.22 0.240
H -3.3818 2.2759 -0.2106 0.42 -0.19 -0.16 0.215
H -0.8243 3.9619 0.7051 -0.76 0.44 0.33 0.230
H -0.7945 2.7604 -0.5201 -0.02 -0.19 -0.01 0.158
H -0.7489 1.3449 0.8524 0.81 -0.23 0.75 0.496
C 1.7978 -2.7940 0.6253 0.80 -0.92 -0.56 -0.637
C 2.5209 -2.3185 1.8793 -1.83 0.20 -0.28 -0.075
O 3.2998 -1.1711 1.5660 0.60 0.34 0.50 -0.778
H 1.7187 -3.8827 0.6533 -0.50 0.07 -0.02 0.248
H 2.4015 -2.6006 -0.2661 0.19 0.05 0.07 0.211
H 0.8341 -2.3195 0.4436 -0.11 -0.06 0.32 0.173
H 3.0430 -3.1139 2.4088 0.44 0.15 -0.29 0.210
H 1.7065 -2.0176 2.5464 0.41 0.27 0.36 0.166
H 4.1981 -1.4793 1.3950 0.03 0.17 -0.02 0.498
C -2.5036 -1.2081 0.2757 -1.90 -1.22 1.72 0.696
O -3.6719 -1.5530 0.0729 1.12 0.67 -0.41 -0.394
N -1.8669 -1.4271 1.4340 0.50 -0.77 0.37 -0.743
N -1.8044 -0.4349 -0.5832 0.55 0.66 -1.60 -0.563
H -0.9259 -1.1015 1.6221 -0.20 0.05 -0.05 0.420
H -2.3043 -2.0747 2.0769 0.05 0.17 0.07 0.448
H -0.8775 -0.1038 -0.3180 0.53 0.55 0.01 0.449
H -2.3442 -0.0646 -1.3618 0.29 0.07 -0.21 0.454
C 0.9541 0.0608 -3.1124 0.21 0.58 -1.18 0.703
O 0.6836 -0.1808 -4.2723 0.05 -0.48 0.97 -0.447
N 1.4533 1.2534 -2.6824 -0.61 -0.23 -0.40 -0.706
N 0.8842 -0.8102 -2.0479 -1.42 -0.34 0.46 -0.565
H 1.6556 1.3661 -1.6997 0.21 0.55 -0.12 0.423
H 1.4537 1.9661 -3.4040 0.36 0.31 0.49 0.450
H 0.4505 -1.7245 -2.1064 0.32 -0.18 -0.39 0.449
H 1.2041 -0.4581 -1.1460 0.18 -0.21 0.78 0.459
```
Forces are in eV/Å.

gap between HOMO and LUMO: 3.166 eV
electronic energy: -28086.153 eV
lowest unoccupied orbital energy: -13.75 eV
maximum force: 2.838 eV/Å
total charge: +2

(4)
# C5H13NO

A 2-piece molecular cluster, C5H13NO overall (ωB97M-V with the def2-TZVPD basis set, the OMol25 dataset).

```
20
Properties=species:S:1:pos:R:3:forces:R:3:nbo_charge:R:1
C 0.3675 0.7881 -2.4681 1.37 -0.09 0.41 -0.642
C 0.3148 0.3052 -1.0484 -0.74 -1.06 1.00 -0.110
C 0.1298 -1.2239 -0.9883 -0.91 1.50 0.07 -0.629
C 0.2695 1.0216 0.0872 -0.14 0.09 1.56 0.198
C -0.0582 0.4503 1.4731 0.62 -1.10 -0.77 -0.660
N 0.5391 2.3773 0.2341 0.03 1.17 -1.56 -0.850
H 0.9295 1.7262 -2.5380 -0.98 0.47 -0.17 0.212
H -0.6366 0.6953 -2.8901 0.14 0.74 -0.25 0.216
H 1.0237 0.1617 -3.0856 -0.23 -0.43 0.19 0.209
H -0.7742 -1.4447 -1.5734 0.75 -0.44 -0.87 0.198
H -0.2101 -1.6254 -0.0395 0.80 0.08 0.37 0.211
H 1.1049 -1.5885 -1.3125 -0.52 -0.89 -0.24 0.214
H -0.8022 1.0142 2.0194 0.16 0.66 0.06 0.208
H -0.4845 -0.5389 1.4250 -0.08 -0.19 -0.16 0.237
H 0.8600 0.2861 2.0500 -0.15 0.47 0.16 0.215
H 0.4322 2.9601 -0.5879 0.21 -0.11 0.35 0.376
H 0.6189 2.8945 1.0991 -0.31 -0.76 -0.17 0.392
O -0.9347 -2.5697 2.6571 1.84 0.60 -1.19 -0.955
H -1.4601 -2.4303 3.4147 -1.24 -0.31 0.95 0.478
H -1.2295 -3.2592 2.0722 -0.63 -0.37 0.25 0.481
```
Forces are in eV/Å.

gap between HOMO and LUMO: 8.043 eV
ΔE to the lowest compared entry with this formula, charge and spin: 39.19 kcal/mol
electronic energy: -8932.311 eV
lowest unoccupied orbital energy: 0.81 eV
maximum force: 2.275 eV/Å
SMILES string: CC(C)=C(C)N.O

(5)
# C4H11NO

A 2-piece molecular cluster, C4H11NO overall (ωB97M-V with the def2-TZVPD basis set, the OMol25 dataset).

```
17
Properties=species:S:1:pos:R:3:forces:R:3:nbo_charge:R:1
C 1.9320 -0.2041 -0.0113 0.58 -1.02 -0.90 -0.644
C 0.9002 0.9300 -0.0256 1.08 0.63 1.08 -0.424
C -0.3236 0.8496 -0.9389 3.17 1.58 -2.40 -0.322
C -2.3789 -0.3243 -0.8660 2.10 -2.75 2.55 0.011
N -1.0580 -0.3576 -0.8099 -6.73 3.00 -1.30 0.025
H 2.9273 0.2550 0.0306 -0.24 -0.24 0.44 0.249
H 1.8272 -0.9321 0.8092 0.00 0.43 -0.15 0.221
H 2.0130 -0.8289 -0.9275 -0.48 0.49 0.29 0.230
H 1.5400 1.8194 -0.2997 -1.45 -0.48 0.36 0.265
H 0.5137 1.0267 1.0245 0.36 0.45 -0.89 0.228
H 0.0270 0.8993 -2.0326 -0.03 -0.76 1.34 0.268
H -0.8559 1.8518 -0.9134 -0.48 -1.53 0.97 0.282
H -3.0829 0.6018 -1.0379 1.71 -1.66 -0.30 0.309
H -2.8302 -1.3140 -0.4173 0.41 1.87 -1.06 0.296
H -0.2745 -1.6630 2.8930 0.38 0.04 0.36 0.494
H -0.1522 -1.0494 1.4637 0.05 -0.39 0.76 0.452
O -0.7243 -1.5600 2.0591 -0.43 0.35 -1.13 -0.941
```
Forces are in eV/Å.

gap between HOMO and LUMO (alpha / beta): 9.474 / 5.708 eV
ΔE to the lowest compared entry with this formula, charge and spin: 88.78 kcal/mol
2S+1: 2
electronic energy: -7852.492 eV
lowest unoccupied orbital energy (alpha / beta): -5.75 / -9.51 eV
maximum force: 7.486 eV/Å
total charge: +1
⟨S²⟩: 0.76

(6)
# C3H4N4O2

One molecule with the formula C3H4N4O2 (ωB97M-V with the def2-TZVPD basis set, the OMol25 dataset).

```
13
Properties=species:S:1:pos:R:3:forces:R:3:nbo_charge:R:1
C -1.7022 -0.7609 -0.1935 -0.24 0.60 0.35 -0.672
C -0.3743 -0.1803 0.2046 -0.67 -2.50 -0.88 0.267
N 0.6283 -1.0921 -0.0840 -2.91 2.66 0.06 0.397
O 0.4438 -2.1944 -0.5044 0.81 -2.07 -0.34 -0.387
O 1.8009 -0.5730 0.1160 2.72 -0.76 2.10 -0.271
N 1.8677 0.5069 -0.8619 1.34 -0.99 -3.30 0.137
N 1.6915 1.5842 -0.3942 -0.34 1.73 0.27 -0.167
C 0.8200 1.7856 0.6134 1.43 1.12 1.85 0.170
N -0.1456 0.9565 0.7837 -1.09 1.68 1.08 -0.417
H -1.3793 -1.5192 -0.9064 -0.98 0.20 -0.39 0.257
H -2.3873 0.0158 -0.5543 0.44 -0.18 -0.31 0.233
H -2.2842 -1.2674 0.5799 0.47 -0.09 0.31 0.237
H 1.0208 2.7383 1.2011 -0.98 -1.41 -0.80 0.214
```
Forces are in eV/Å.

gap between HOMO and LUMO (alpha / beta): 7.839 / 7.835 eV
ΔE to the lowest compared entry with this formula, charge and spin: 158.42 kcal/mol
electronic energy: -13224.046 eV
lowest unoccupied orbital energy (alpha / beta): -1.05 / -1.05 eV
maximum force: 3.940 eV/Å
SMILES string: CC1=[N+]([O-])ON=NC=N1

(7)
# C7H28N14O7

C7H28N14O7 as an isolated structure (ωB97M-V with the def2-TZVPD basis set, the OMol25 dataset).

```
56
Properties=species:S:1:pos:R:3:forces:R:3:nbo_charge:R:1
C 0.7190 0.3557 3.0911 5.33 -4.14 -1.34 0.784
O 0.3767 1.2862 3.8083 8.49 -14.24 8.85 -0.655
N 1.8330 0.3988 2.3037 -0.48 0.39 0.93 -0.830
N -0.0395 -0.7854 2.9784 0.85 0.21 0.73 -0.820
H 2.4594 1.1749 2.4403 0.13 0.15 -0.28 0.437
H 2.1852 -0.3929 1.7988 -0.19 -0.12 -0.02 0.406
H -0.7810 -0.7623 3.6586 -0.19 -1.15 -0.12 0.410
H 0.2904 -1.6239 2.5449 -0.14 -0.16 -0.07 0.412
C -0.8385 2.7694 2.9043 -0.54 1.20 0.41 0.748
O -1.6347 3.6572 2.6031 -0.30 0.11 -0.51 -0.707
N -1.0836 1.4435 2.7013 -6.92 -0.18 -4.78 -0.887
N 0.3671 3.0339 3.4951 0.16 9.82 -1.28 -0.883
H -1.9048 1.0967 2.2221 -0.58 1.30 -0.45 0.409
H -0.5960 0.7573 3.2580 -6.97 2.14 -1.36 0.379
H 0.4980 3.9082 3.9667 -0.63 1.07 -0.79 0.365
H 0.9686 2.2721 3.7728 1.71 3.62 0.14 0.433
C 0.5394 0.2028 -1.0838 0.77 0.50 0.45 0.787
O 0.2079 -0.4611 -2.0804 -0.36 0.09 0.54 -0.756
N 1.8663 0.3423 -0.7562 -0.60 -0.23 -0.41 -0.901
N -0.3004 0.8140 -0.2233 -0.94 -0.48 -1.42 -0.826
H 2.1334 0.9360 0.0175 0.30 -0.10 -0.14 0.429
H 2.4765 -0.2614 -1.2771 0.23 0.00 0.22 0.403
H -0.0850 1.3996 0.5655 0.35 -0.09 0.08 0.428
H -1.2663 0.8179 -0.5245 0.00 -0.06 0.47 0.426
C 4.5999 1.9565 0.5044 0.50 -0.13 -0.96 0.787
O 3.4852 2.2315 0.9332 0.20 -0.24 0.75 -0.697
N 5.7523 2.0622 1.2129 -0.08 0.24 0.39 -0.830
N 4.7041 1.4499 -0.7700 -0.61 -0.12 0.48 -0.864
H 6.6637 1.9416 0.8157 -0.05 -0.17 -0.16 0.398
H 5.7020 2.3554 2.1718 -0.09 0.21 -0.08 0.409
H 3.7898 1.1708 -1.0853 0.28 0.40 -0.72 0.408
H 5.4802 1.4478 -1.4013 0.24 0.00 0.24 0.404
C -3.6222 1.4473 -0.3201 0.22 0.23 -0.35 0.773
O -3.1692 0.6995 0.5472 -0.43 -0.09 -0.08 -0.716
N -4.3276 1.0133 -1.4067 0.21 0.20 0.50 -0.855
N -3.3723 2.7993 -0.2650 0.05 -0.89 0.33 -0.866
H -4.3676 1.6550 -2.1773 -0.27 -0.22 -0.18 0.373
H -4.4275 0.0065 -1.5627 0.25 0.43 -0.07 0.450
H -3.6497 3.4310 -0.9886 -0.15 0.19 0.15 0.385
H -3.0289 3.1057 0.6344 0.21 0.46 -0.07 0.439
C -3.8459 -2.6378 -2.5845 0.88 -0.63 1.31 0.792
O -4.4037 -1.6848 -2.0455 -0.31 -0.61 -1.03 -0.694
N -2.4756 -2.6605 -2.7356 -0.98 0.84 -0.12 -0.858
N -4.4592 -3.8228 -2.8881 -0.01 0.30 -0.14 -0.838
H -2.0674 -1.7433 -2.6316 0.53 -0.32 0.11 0.425
H -1.9333 -3.4685 -2.9727 0.09 0.10 -0.16 0.399
H -5.4545 -3.9167 -2.8221 -0.02 0.14 0.11 0.409
H -3.9300 -4.5710 -3.2920 -0.08 -0.03 -0.12 0.388
C 1.5700 -3.7587 -2.1224 -0.53 0.31 -0.01 0.774
O 2.1901 -4.8071 -2.1439 -0.13 0.16 0.09 -0.659
N 1.2509 -3.0766 -0.9650 0.46 -0.29 0.11 -0.875
N 1.0605 -3.1644 -3.2476 0.18 -0.50 -0.47 -0.875
H 1.2175 -3.6904 -0.1694 -0.01 0.20 0.16 0.392
H 0.6052 -2.3031 -1.0336 -0.14 -0.16 0.02 0.407
H 1.3150 -3.6450 -4.0940 0.04 0.29 -0.09 0.398
H 0.7572 -2.2027 -3.2798 0.06 0.05 0.21 0.425
```
Forces are in eV/Å.

gap between HOMO and LUMO: 8.124 eV
ΔE to the lowest compared entry with this formula, charge and spin: 225.92 kcal/mol
electronic energy: -42905.408 eV
lowest unoccupied orbital energy: 0.13 eV
maximum force: 18.792 eV/Å